Entry 1:
Entry from OMol25: a structure of composition C46H48N3OPTl at a distorted geometry (wB97M-V/def2-TZVPD).

Last column: Mulliken charge in e.
Positions of all 100 atoms, in Å:
Tl 2.5969 -0.7747 0.4434  1.28
N 1.3937 1.4326 -1.6182  -0.06
N 1.0592 -1.7357 -2.6228  0.94
C -0.6735 -2.8027 1.5688  1.34
C -1.6299 -2.3463 0.6206  -0.57
C -1.7585 -0.9449 0.7636  0.26
C -2.5396 -0.0959 -0.1626  -0.51
H -2.8748 -0.7037 -1.0121  0.39
H -1.9283 0.7191 -0.5601  -0.24
H -3.4356 0.3388 0.3074  0.32
C -0.9066 -0.5355 1.8326  0.62
C -0.6577 0.8170 2.3592  0.16
H -1.2356 1.0042 3.2822  0.66
H -0.8868 1.5792 1.6069  -1.30
H 0.3917 0.9565 2.6331  0.02
C -0.2309 -1.6801 2.3155  -0.21
C 0.8467 -1.6622 3.3327  -1.34
H 1.4479 -0.7431 3.2548  0.21
H 1.5246 -2.5175 3.2154  0.29
H 0.4301 -1.6918 4.3494  0.31
C -2.2656 -3.1159 -0.4671  -1.67
H -3.3393 -2.8840 -0.5334  0.48
H -2.1380 -4.1943 -0.3355  0.44
H -1.8135 -2.8367 -1.4351  0.10
C -0.1260 -4.1645 1.7138  -1.36
H 0.9704 -4.1461 1.7088  0.14
H -0.4334 -4.8049 0.8863  0.03
H -0.4454 -4.6365 2.6508  0.42
C 1.9135 2.6799 -1.5275  -0.06
H 1.9029 3.1462 -0.5461  0.43
C 2.5248 3.2101 -2.6571  -1.29
H 2.9959 4.1826 -2.5719  0.43
C 2.5255 2.4557 -3.8337  -0.31
H 3.0237 2.8882 -4.6935  0.37
C 1.9007 1.2242 -3.9290  -0.97
H 1.9344 0.6293 -4.8397  0.28
C 1.2309 0.7087 -2.7903  1.13
C 0.5310 -0.4825 -2.5197  -1.27
H -0.3446 -0.4764 -1.8603  0.24
C 1.1369 -2.6232 -1.5262  -1.01
C 1.6053 -2.3260 -3.7814  -0.59
H 1.5656 -1.8183 -4.7260  0.50
C 2.0020 -3.5534 -3.4396  -0.79
H 2.4544 -4.3370 -4.0127  0.53
N 1.7607 -3.7076 -2.0583  0.80
C 1.9752 -4.9180 -1.3077  -0.38
C 0.9617 -5.8913 -1.2615  0.94
C 1.1426 -7.0325 -0.4689  -0.72
H 0.3512 -7.7870 -0.4342  0.27
C 2.3018 -7.2139 0.2852  0.85
C 2.5171 -8.4596 1.0802  -1.51
H 2.4447 -8.2687 2.1550  0.29
H 3.5093 -8.8812 0.8954  0.36
H 1.7711 -9.2120 0.8221  0.38
C 3.2669 -6.2075 0.2703  -1.13
H 4.1604 -6.3084 0.8920  0.30
C 3.1240 -5.0595 -0.5168  1.22
C 4.1838 -4.0023 -0.4619  -1.10
H 4.6680 -3.8203 -1.4322  0.28
H 4.9659 -4.3305 0.2347  0.43
H 3.8034 -3.0437 -0.0756  -0.24
C -0.3209 -5.7277 -2.0174  -1.74
H -0.2794 -6.2080 -3.0071  0.36
H -0.5878 -4.6756 -2.1651  0.07
H -1.1425 -6.2073 -1.4652  0.45
O 1.0854 0.7442 -0.5177  -0.25
P -0.9763 3.6561 0.0707  1.02
C -2.7434 3.0856 0.3877  0.20
C -3.2231 2.6598 1.6376  0.05
C -4.5938 2.7038 1.9190  -0.52
C -5.4974 3.1625 0.9588  -0.59
C -5.0485 3.4393 -0.3430  -0.72
C -3.6935 3.3212 -0.6419  -0.42
C 0.2272 4.1167 1.4768  0.59
C 0.2069 5.4066 2.0375  -0.39
C 1.0573 5.7852 3.0786  -0.78
C 2.0561 4.9146 3.5119  -0.49
C 2.1883 3.6628 2.8881  -0.80
C 1.2963 3.2721 1.8813  0.34
C -1.5165 5.2874 -0.3861  0.33
C -1.1199 5.9318 -1.5685  -0.78
C -1.4831 7.2669 -1.7499  -0.46
C -2.2295 7.9433 -0.7760  -0.60
C -2.6854 7.2690 0.3561  -0.37
C -2.3762 5.9278 0.5231  -0.88
H -2.5438 2.3226 2.4160  0.35
H -4.9333 2.3937 2.9129  0.40
H -6.5510 3.2948 1.2199  0.35
H -5.7597 3.7731 -1.1082  0.37
H -3.3611 3.5106 -1.6640  0.47
H -0.4803 6.1651 1.6569  0.28
H 0.9443 6.7831 3.5123  0.40
H 2.7374 5.2215 4.3150  0.34
H 3.0034 2.9952 3.1843  0.43
H 1.4452 2.3000 1.3898  0.19
H -0.5504 5.3871 -2.3167  0.45
H -1.1750 7.7836 -2.6557  0.40
H -2.4748 8.9963 -0.9043  0.35
H -3.3005 7.7672 1.1076  0.38
H -2.7539 5.3740 1.3832  0.44

* charge: -1
* Kohn-Sham gap: 4.359 eV
* relative energy (zero: lowest compared OMol25 entry of this formula, charge and spin): 3.524 eV
* electronic energy: -2534.810930 a.u.
* spin multiplicity: 1



Entry 2:
Entry from OMol25: an isolated molecule of C5H8O2 (wB97M-V/def2-TZVPD).

Last column: Mulliken charge in e.
Positions of all 15 atoms, in Å:
O 3.0984 0.2995 0.3804  -0.55
C 1.9118 0.1655 0.2589  0.40
C 0.9008 -0.8462 0.7953  -0.72
C -0.1229 -0.2880 -0.2329  0.37
C -1.5518 0.0100 0.2315  -0.63
O -2.5210 -0.3046 -0.7507  -0.54
C 0.8439 0.8878 -0.5631  -0.69
H 0.6401 -0.6466 1.8421  0.29
H 1.1844 -1.8988 0.6966  0.31
H -0.2146 -0.9767 -1.0792  0.31
H -1.6488 1.0583 0.5607  0.30
H -1.8114 -0.6192 1.0873  0.29
H -2.3622 0.2437 -1.5259  0.31
H 0.5565 1.8366 -0.0907  0.28
H 1.0967 1.0788 -1.6104  0.30

* Kohn-Sham gap: 10.445 eV
* relative energy (zero: lowest compared OMol25 entry of this formula, charge and spin): 1.305 eV
* SMILES string: O=C1CC(CO)C1
* electronic energy: -345.757004 a.u.
* spin multiplicity: 1



Entry 3:
Entry from OMol25: the ion C4H9N4 with charge +1 at a distorted geometry (wB97M-V/def2-TZVPD).

Last column: Mulliken charge in e.
Positions of all 17 atoms, in Å:
C 0.3746 -0.8647 -1.7871  -0.35
N 1.3686 -0.4616 -1.0309  -0.11
C 1.4880 -0.3841 0.3271  0.71
N 2.7735 -0.1554 0.7764  -0.49
C 0.4364 -0.2883 1.2487  -0.49
N -0.7725 0.1611 1.0754  -0.11
N -1.7918 -0.0469 0.4425  -0.07
C -2.8456 0.9046 0.4501  -0.70
H -0.5822 -1.1104 -1.3579  0.35
H 0.5140 -0.8922 -2.8507  0.29
H 2.2455 -0.2689 -1.5173  0.29
H 2.9296 -0.2157 1.7678  0.23
H 3.5447 -0.4728 0.2121  0.21
H 0.7250 -0.3010 2.2958  0.29
H -3.2549 0.9489 -0.5603  0.29
H -3.6381 0.5072 1.0923  0.29
H -2.5513 1.8943 0.8070  0.37

* charge: +1
* Kohn-Sham gap (spin up / spin down): 6.443 / 7.238 eV
* relative energy (zero: lowest compared OMol25 entry of this formula, charge and spin): 3.784 eV
* SMILES string: C=[NH+]/C(N)=C\N=N\C
* electronic energy: -376.467950 a.u.
* spin multiplicity: 1



Entry 4:
Entry from OMol25: an isolated molecule of C2H3BrO2 at a distorted geometry (wB97M-V/def2-TZVPD).

Last column: Mulliken charge in e.
Positions of all 8 atoms, in Å:
C 0.3343 -0.0837 0.5499  0.09
C -0.5862 0.6167 -0.3631  -0.47
O 1.1584 -0.7441 -0.1985  0.01
O 2.2543 -1.5525 0.0890  -0.51
Br -2.3373 -0.2847 0.0666  -0.11
H 0.3566 -0.1249 1.6673  0.39
H -0.3731 0.5048 -1.4694  0.28
H -0.8070 1.6684 -0.3418  0.34

* Kohn-Sham gap (spin up / spin down): 8.460 / 8.454 eV
* relative energy (zero: lowest compared OMol25 entry of this formula, charge and spin): 5.771 eV
* electronic energy: -2802.301456 a.u.
* spin multiplicity: 1